# 1
{"formula": "C2H3AgCl2F12O2P2", "method": "ωB97M-V with the def2-TZVPD basis set", "spin_multiplicity": 2, "homo_energy_ev": [-0.2625, 0.0128], "charge": -3, "homo_lumo_gap_ev": [7.8, 6.1], "symbols": ["Ag", "C", "C", "O", "O", "H", "H", "H", "Cl", "Cl", "P", "F", "F", "F", "F", "F", "F", "P", "F", "F", "F", "F", "F", "F"], "positions_angstrom": [[0.014195, -0.335241, -1.384048], [-2.679165, -2.751801, 0.875202], [-1.645195, -1.908431, -0.023068], [-0.523455, -1.576281, 0.430402], [-1.939275, -1.724311, -1.228748], [-3.551245, -3.069851, 0.303862], [-2.985295, -2.226121, 1.779662], [-2.131835, -3.649391, 1.163042], [-0.476105, 1.248509, -3.423908], [1.378515, -1.976141, -2.940068], [-1.514875, 2.508629, 0.435872], [-0.187285, 1.636899, 0.114372], [-1.981205, 1.370839, 1.460862], [-0.692925, 3.110099, 1.701232], [-2.766925, 3.462959, 0.762902], [-1.059685, 3.633499, -0.686108], [-2.481125, 1.746269, -0.647568], [3.564845, 0.084689, 0.216802], [3.548815, 1.598109, -0.278128], [5.185105, 0.092219, 0.421912], [3.446325, 0.579439, 1.744742], [3.561895, -1.485781, 0.691372], [2.004885, -0.017161, -0.153448], [3.911025, -0.351641, -1.337148]], "forces_ev_per_a": [[-0.045, 0.236, -1.863], [1.285, 0.567, -0.639], [-0.803, -0.956, -0.928], [-0.145, -0.057, 0.970], [-1.041, -0.234, 0.701], [0.076, 0.299, -0.148], [0.120, 0.141, -0.066], [0.037, -0.077, 0.199], [0.326, -0.620, 0.636], [-0.473, 0.251, 0.334], [-0.178, -0.572, -0.745], [-0.320, -0.043, -0.844], [-0.765, -0.630, 0.798], [0.204, 1.427, -0.453], [-0.521, 0.505, 0.784], [0.170, -0.736, 1.096], [1.048, 0.342, -0.347], [1.291, -1.328, -1.997], [0.274, 0.965, 0.224], [0.653, 0.353, 0.391], [-0.968, -0.201, 0.084], [-0.226, 0.575, 0.018], [0.264, 0.071, 1.361], [-0.262, -0.278, 0.435]]}

=====

# 2
{"formula": "C2H3BeLiO2", "method": "ωB97M-V with the def2-TZVPD basis set", "spin_multiplicity": 2, "homo_energy_ev": [-12.7470, -12.9137], "relative_energy_ev": 1.3373, "charge": 1, "homo_lumo_gap_ev": [7.4, 6.7], "symbols": ["H", "O", "C", "C", "O", "Li", "Be", "H", "H"], "positions_angstrom": [[-1.918456, -2.560208, 0.073832], [0.909391, -0.334228, 0.240643], [0.314324, 0.463306, -0.568789], [-1.102584, 0.302340, -0.631221], [-1.611759, -0.624250, 0.094259], [1.189560, -0.506319, 2.108636], [-0.400977, -1.677766, 0.280199], [0.824477, 1.306366, -1.048098], [-1.637712, 0.614479, -1.537047]], "forces_ev_per_a": [[2.618, -0.390, 0.390], [0.352, -2.505, 1.561], [-1.800, 1.580, -0.451], [0.679, -0.408, -1.982], [0.645, 1.037, 0.396], [0.326, 0.314, -0.134], [-2.709, 0.204, -0.586], [0.085, -0.507, 0.099], [-0.196, 0.674, 0.707]]}

=====

# 3
{"formula": "C2H3Br", "method": "ωB97M-V with the def2-TZVPD basis set", "spin_multiplicity": 1, "homo_energy_ev": -9.3089, "relative_energy_ev": 0.3460, "homo_lumo_gap_ev": 10.2, "symbols": ["C", "C", "Br", "H", "H", "H"], "positions_angstrom": [[0.050683, -0.201161, -0.388287], [-0.850666, -0.083821, 0.734038], [-2.456720, -1.049729, 0.875633], [0.960652, 0.239817, -0.402421], [-0.351098, -0.763387, -1.272921], [-0.699826, 0.489291, 1.691952]], "forces_ev_per_a": [[-7.042, -1.499, 3.251], [3.498, 0.118, -2.559], [-0.073, 0.026, -0.313], [2.579, 1.454, 0.023], [0.736, 0.516, 1.030], [0.301, -0.615, -1.431]]}

=====

# 4
{"formula": "C2H3Br", "method": "ωB97M-V with the def2-TZVPD basis set", "spin_multiplicity": 1, "homo_energy_ev": -10.8539, "relative_energy_ev": 1.4326, "homo_lumo_gap_ev": 11.7, "symbols": ["C", "C", "H", "H", "Br", "H"], "positions_angstrom": [[1.298846, -0.685945, 0.082017], [1.852952, 0.369459, 0.181817], [1.234408, -1.699077, -0.189821], [1.935822, 1.396728, 0.458512], [-3.486454, -0.033881, 0.256151], [-2.835573, 0.652715, -0.788674]], "forces_ev_per_a": [[0.960, -0.655, -0.569], [-0.882, 1.316, 0.724], [-0.611, -0.651, 0.042], [0.519, -0.005, -0.200], [-0.106, -0.114, 0.169], [0.120, 0.109, -0.166]]}

=====

For the records above, the corresponding E values read -86461.54168 -6815.19587 -72163.63247 -72162.54582 eV.